{
  "formula": "C18H28N3OPtS",
  "method": "ωB97M-V with the def2-TZVPD basis set",
  "species": ["Pt", "N", "C", "C", "N", "H", "H", "H", "H", "H", "H", "H", "H", "C", "S", "O", "C", "C", "C", "C", "C", "C", "H", "H", "H", "H", "H", "H", "H", "H", "C", "N", "C", "C", "C", "C", "C", "C", "C", "C", "H", "H", "H", "H", "H", "H", "H", "H", "H", "H", "H", "H"],
  "xyz": [[0.963015, -0.422567, 0.457231], [3.181615, -1.303067, -0.297869], [4.052415, -1.099767, 0.856631], [3.349415, -1.614167, 2.111431], [2.140015, -0.821867, 2.344631], [3.105515, -2.289167, -0.528669], [3.541515, -0.816967, -1.110769], [4.218315, -0.025867, 0.962431], [5.021615, -1.601167, 0.743231], [4.042215, -1.551167, 2.959631], [3.059315, -2.659267, 1.974731], [2.420515, 0.144033, 2.525131], [1.627415, -1.178967, 3.148631], [2.127515, 3.791333, -0.619769], [1.878015, 1.992333, -0.345369], [2.509215, 1.697333, 0.967331], [0.108915, 2.145833, 0.042331], [-0.281585, 2.294433, 1.367731], [-1.627385, 2.438533, 1.663931], [-2.566885, 2.413233, 0.645031], [-2.167485, 2.289933, -0.677569], [-0.824085, 2.177333, -0.986069], [1.823815, 4.354433, 0.256931], [1.538415, 4.078233, -1.484669], [3.181815, 3.952633, -0.817469], [0.474415, 2.345433, 2.140631], [-1.938485, 2.570033, 2.689031], [-3.615685, 2.505533, 0.881431], [-2.898485, 2.298333, -1.470969], [-0.498485, 2.117633, -2.012869], [-3.716185, -1.262667, 0.288131], [-2.527585, -1.841767, 0.853131], [-1.838785, -1.088367, 1.844331], [-1.696785, -2.617367, -0.039469], [-1.203385, -1.838367, -1.253969], [-1.938985, -1.898767, -2.434269], [-1.499685, -1.257567, -3.577569], [-0.304785, -0.562267, -3.561869], [0.431515, -0.488467, -2.391269], [-0.033885, -1.078167, -1.210869], [-4.377485, -0.958867, 1.098431], [-4.232485, -2.012867, -0.309269], [-3.507085, -0.392167, -0.346269], [-2.442285, -0.249567, 2.178831], [-0.846085, -0.679367, 1.431931], [-1.594585, -1.720467, 2.703931], [-2.274585, -3.478067, -0.386069], [-0.838185, -2.979167, 0.532331], [-2.863185, -2.457967, -2.457069], [-2.077585, -1.324167, -4.485269], [0.062415, -0.090267, -4.461169], [1.373215, 0.054133, -2.402669]],
  "forces_ev_per_angstrom": [[-0.45, -3.40, -1.20], [-1.29, 0.35, 0.11], [0.09, -0.09, 0.61], [0.48, -0.06, -0.23], [0.08, 0.78, 0.64], [-0.10, 0.08, -0.07], [-0.17, 0.01, -0.09], [0.06, -0.09, -0.04], [-0.17, 0.05, -0.03], [-0.12, -0.09, -0.12], [0.05, 0.02, 0.05], [-0.08, -0.17, 0.29], [0.07, 0.19, -0.18], [0.15, -0.55, -0.03], [-0.77, 1.91, -0.35], [0.89, 0.12, 0.70], [0.22, -0.09, -0.29], [0.22, 0.06, 0.08], [-0.03, -0.03, -0.06], [-0.02, 0.00, 0.14], [0.12, 0.06, -0.12], [-0.03, -0.03, -0.01], [-0.11, -0.12, 0.17], [-0.08, 0.03, -0.13], [0.14, -0.03, -0.06], [0.02, -0.09, 0.03], [-0.04, 0.01, 0.09], [-0.12, 0.03, 0.02], [-0.08, 0.00, -0.07], [-0.02, -0.13, -0.14], [0.02, 0.24, -0.04], [0.13, -0.11, 0.47], [-0.25, -0.51, -0.30], [-0.06, 0.08, -0.01], [0.45, -0.03, 0.76], [0.24, 0.11, -0.09], [-0.22, -0.04, -0.04], [0.20, -0.12, -0.03], [0.09, -0.15, 0.03], [0.35, 1.38, -0.06], [-0.08, 0.03, -0.06], [-0.04, 0.00, -0.03], [-0.07, 0.06, -0.10], [0.12, 0.11, 0.02], [0.07, 0.25, 0.01], [0.37, 0.15, -0.05], [0.11, -0.03, 0.00], [-0.11, -0.11, -0.05], [-0.05, -0.17, 0.02], [-0.08, 0.02, -0.12], [0.03, 0.06, -0.08], [-0.13, 0.02, 0.04]],
  "total_charge": 1,
  "de_lowest_ev": 1.0307
}